{"formula": "C3H7N4", "method": "ωB97M-V/def2-TZVPD", "elements": ["N", "N", "N", "N", "C", "C", "C", "H", "H", "H", "H", "H", "H", "H"], "coordinates": [[-1.221, -0.415, 1.199], [0.996, 0.992, 0.647], [1.969, 0.463, 0.170], [0.411, -1.011, -0.329], [-0.328, -0.072, 0.272], [-0.793, 1.095, -0.696], [1.782, -0.830, -0.308], [-1.630, 0.877, -1.293], [2.584, -1.330, -0.836], [-1.012, -1.236, 1.603], [-0.972, 1.985, -0.122], [0.006, -1.976, -0.707], [-1.894, 0.224, 1.693], [0.103, 1.235, -1.293]], "e_tot_ev": -9174.324, "smiles": "C[C@]1(N)N=NC=[NH+]1", "total_charge": 1, "relative_energy_ev": 4.192}